The following is a DFT calculation (the ωB97M-V functional and the def2-TZVPD basis) of a cluster of 12 separate species, C46H84N10O2 in total.

ΔE to the lowest compared entry with this formula, charge and spin = 762.5 kcal per mole
LUMO energy = 3.9 eV
Gap between HOMO and LUMO = 4.288 eV
E_tot = -2499.83049 a.u.
Net charge = -2
Maximum force = 0.1369 Eh/bohr

Last column: Mulliken charge in e.
Positions of all 142 atoms, in Å:
C (-0.871, -0.867, -3.780)  -1.09
C (-1.490, -2.227, -3.878)  0.06
C (-0.491, -3.341, -3.414)  -1.02
O (-2.680, -2.199, -3.186)  -0.88
H (-0.608, -0.678, -2.739)  -0.60
H (-1.525, -0.109, -4.211)  0.48
H (-0.051, -0.751, -4.488)  0.14
H (-1.698, -2.407, -4.932)  0.36
H (0.488, -3.206, -3.875)  0.32
H (-0.867, -4.301, -3.765)  0.42
H (-0.369, -3.374, -2.332)  -0.08
C (0.119, -1.181, -0.450)  0.33
C (-1.011, -0.334, 0.093)  2.16
C (-0.649, 1.167, 0.022)  -1.19
O (-2.294, -0.642, -0.488)  -0.68
H (0.110, -1.150, -1.539)  -0.16
H (0.009, -2.213, -0.115)  -0.68
H (1.100, -0.822, -0.141)  -0.19
H (-1.058, -0.609, 1.146)  -1.14
H (0.309, 1.425, 0.475)  1.02
H (-1.401, 1.747, 0.557)  -1.57
H (-0.686, 1.407, -1.041)  -0.64
C (1.336, 4.495, 1.148)  -1.80
C (0.801, 3.032, 1.085)  -0.01
C (-0.383, 2.786, 1.992)  2.07
C (-0.179, 3.213, 3.399)  0.00
N (-0.041, 3.548, 4.485)  -0.86
H (0.515, 5.206, 1.053)  0.39
H (2.130, 4.735, 0.440)  0.28
H (1.787, 4.572, 2.138)  0.53
H (1.622, 2.395, 1.416)  1.16
H (0.508, 2.820, 0.056)  0.88
H (-0.692, 1.741, 2.009)  -1.10
H (-1.241, 3.385, 1.689)  0.52
C (1.247, -0.153, 2.716)  -1.18
C (0.197, 0.478, 3.670)  1.33
C (0.776, 0.873, 5.041)  -0.99
C (1.035, -0.267, 5.883)  -0.03
N (1.283, -1.151, 6.580)  -0.68
H (1.875, -0.947, 3.120)  1.14
H (1.924, 0.594, 2.303)  -0.14
H (0.830, -0.641, 1.835)  -0.13
H (-0.674, -0.171, 3.756)  0.69
H (-0.156, 1.397, 3.200)  -1.64
H (0.064, 1.490, 5.590)  0.54
H (1.731, 1.385, 4.919)  0.45
C (1.296, -2.739, -1.891)  -0.53
C (2.549, -1.885, -1.448)  2.33
C (3.809, -2.659, -1.127)  0.00
C (4.133, -3.610, -2.195)  -0.35
N (4.371, -4.378, -3.051)  -0.78
H (1.346, -3.665, -1.318)  -0.37
H (1.350, -3.049, -2.934)  1.04
H (0.369, -2.199, -1.701)  -1.57
H (2.295, -1.211, -0.630)  -2.30
H (2.694, -1.224, -2.303)  1.02
H (3.796, -3.219, -0.192)  -0.61
H (4.699, -2.033, -1.078)  0.21
C (2.411, 0.416, 0.234)  0.47
C (3.741, 0.951, 0.823)  -0.89
C (4.880, 0.191, 0.176)  -0.36
C (4.967, -1.185, 0.649)  -0.08
N (5.028, -2.289, 1.022)  -0.50
H (1.644, 1.115, 0.567)  -1.68
H (2.108, -0.579, 0.560)  1.39
H (2.387, 0.459, -0.855)  -1.06
H (3.837, 0.849, 1.904)  0.45
H (3.762, 2.023, 0.625)  0.66
H (5.831, 0.693, 0.352)  0.58
H (4.746, 0.162, -0.905)  0.04
C (1.699, -2.201, 0.967)  1.31
C (1.791, -3.368, 1.972)  -1.66
C (2.593, -4.637, 1.478)  -0.89
C (1.869, -5.239, 0.346)  0.44
N (1.334, -5.766, -0.531)  -0.64
H (2.698, -1.907, 0.646)  0.30
H (1.196, -1.324, 1.375)  -0.11
H (1.172, -2.528, 0.071)  -0.28
H (0.817, -3.783, 2.230)  0.28
H (2.164, -3.072, 2.952)  0.81
H (2.614, -5.414, 2.242)  0.54
H (3.580, -4.349, 1.115)  0.57
C (-1.964, 2.105, -5.219)  -1.66
C (-1.238, 2.624, -3.904)  -1.23
C (-1.113, 1.573, -2.769)  2.72
C (-2.312, 0.766, -2.549)  0.10
N (-3.249, 0.079, -2.524)  -0.78
H (-2.981, 1.771, -5.013)  0.32
H (-1.463, 1.231, -5.635)  0.32
H (-2.050, 2.870, -5.990)  0.51
H (-1.777, 3.516, -3.586)  0.52
H (-0.239, 2.897, -4.245)  0.46
H (-0.745, 1.964, -1.821)  -0.50
H (-0.368, 0.823, -3.037)  0.80
C (-3.016, -4.376, 2.685)  -1.70
C (-3.033, -3.255, 1.696)  -0.57
C (-1.662, -2.782, 1.261)  0.71
C (-0.929, -2.161, 2.369)  0.58
N (-0.394, -1.597, 3.236)  -0.56
H (-2.529, -4.112, 3.624)  0.31
H (-2.525, -5.281, 2.326)  0.35
H (-4.031, -4.709, 2.902)  0.48
H (-3.546, -2.439, 2.204)  -0.34
H (-3.607, -3.575, 0.827)  0.70
H (-1.879, -1.985, 0.550)  -0.81
H (-1.080, -3.586, 0.812)  1.04
C (2.825, 2.976, -0.899)  -1.40
C (1.914, 2.979, -2.111)  -0.94
C (1.654, 1.543, -2.628)  0.42
C (2.917, 0.855, -2.889)  -0.40
N (3.960, 0.368, -3.051)  -0.88
H (3.759, 2.456, -1.111)  0.77
H (2.447, 2.427, -0.036)  -0.11
H (3.091, 3.982, -0.576)  0.95
H (2.406, 3.572, -2.881)  0.72
H (0.986, 3.485, -1.843)  -0.02
H (1.086, 1.673, -3.549)  1.13
H (1.077, 0.881, -1.983)  0.18
C (-5.180, 0.485, 2.392)  -1.43
C (-4.001, -0.487, 2.215)  -2.25
C (-2.628, 0.274, 2.050)  3.53
C (-2.418, 1.303, 3.107)  0.45
N (-2.226, 2.089, 3.938)  -0.79
H (-6.126, -0.044, 2.282)  0.47
H (-5.080, 1.243, 1.615)  0.11
H (-5.156, 0.983, 3.362)  0.32
H (-4.166, -1.082, 1.316)  0.29
H (-3.971, -1.121, 3.101)  0.83
H (-2.580, 0.816, 1.105)  -1.40
H (-1.777, -0.408, 2.072)  -0.59
C (-3.934, 3.924, -1.798)  -1.55
C (-3.804, 3.220, -0.451)  -0.85
C (-2.489, 2.393, -0.296)  2.42
C (-1.322, 3.214, -0.503)  0.60
N (-0.421, 3.869, -0.711)  -0.70
H (-4.920, 4.352, -1.979)  0.53
H (-3.828, 3.248, -2.646)  0.26
H (-3.136, 4.637, -2.005)  0.31
H (-4.635, 2.520, -0.370)  0.49
H (-3.939, 4.000, 0.299)  0.34
H (-2.376, 1.584, -1.018)  -0.46
H (-2.536, 1.934, 0.692)  0.26

The following is a DFT calculation (the ωB97M-V functional and the def2-TZVPD basis) of a cluster of 2 separate species, C7H9NO3S in total.

ΔE to the lowest compared entry with this formula, charge and spin = 62.3 kcal per mole
LUMO energy (alpha / beta) = 0.0 / -1.3 eV
Gap between HOMO and LUMO (alpha / beta) = 7.613 / 5.775 eV
E_tot = -950.69686 a.u.
Net charge = 0
Maximum force = 0.1198 Eh/bohr

Last column: Mulliken charge in e.
Positions of all 21 atoms, in Å:
C (-3.021, 0.221, 1.164)  -0.49
C (-2.124, 1.244, 0.921)  -0.10
C (-3.085, -0.542, 0.015)  -0.36
C (-1.748, 1.158, -0.412)  0.00
C (1.015, 0.802, 0.746)  0.40
C (1.114, -1.291, -0.623)  -0.91
C (1.633, 0.110, -0.339)  0.57
N (2.743, 0.410, -1.025)  -0.41
O (1.621, 2.009, 1.024)  -0.53
O (0.074, 0.430, 1.396)  -0.60
O (-2.325, 0.017, -0.993)  -0.34
S (-0.767, 2.137, -1.369)  -0.22
H (-3.463, 0.146, 2.151)  0.38
H (-1.886, 2.004, 1.523)  0.67
H (-3.562, -1.491, -0.363)  0.40
H (1.541, -1.996, -0.048)  0.30
H (-0.021, -1.224, -0.476)  0.07
H (1.349, -1.337, -1.732)  0.38
H (3.110, -0.160, -1.717)  0.20
H (2.973, 1.425, -1.059)  0.24
H (1.462, 2.574, 1.792)  0.33

The following is a DFT calculation (the ωB97M-V functional and the def2-TZVPD basis) of a structure of composition C29H37AsN2O5S3SiZn.

LUMO energy = 4.0 eV
Gap between HOMO and LUMO = 5.522 eV
E_tot = -7112.36583 a.u.
Net charge = -2
Maximum force = 0.0059 Eh/bohr

Last column: Mulliken charge in e.
Positions of all 79 atoms, in Å:
Zn (-0.684, -0.819, 0.389)  0.53
C (-3.471, -4.363, -0.040)  -1.93
C (-2.280, -3.441, -0.165)  0.81
N (-2.285, -2.292, 0.412)  1.31
N (-3.384, -2.030, 1.218)  -1.03
C (-3.448, -0.800, 1.614)  0.21
S (-2.456, 0.537, 1.224)  -0.37
S (-4.771, -0.527, 2.816)  -0.20
C (-3.813, -1.032, 4.283)  -1.30
C (-2.739, -0.074, 4.715)  0.78
C (-1.398, -0.404, 4.551)  -0.18
C (-0.403, 0.489, 4.921)  -0.19
C (-0.737, 1.724, 5.457)  -0.55
C (-2.075, 2.062, 5.620)  -0.53
C (-3.066, 1.168, 5.250)  -0.38
C (-1.125, -3.886, -0.959)  0.17
C (-0.987, -5.260, -1.207)  -0.79
C (0.019, -5.798, -1.983)  -0.85
C (0.919, -4.920, -2.596)  -0.35
C (0.825, -3.569, -2.376)  -0.52
C (-0.143, -2.991, -1.499)  0.61
O (-0.067, -1.732, -1.275)  -1.20
H (-4.376, -3.775, 0.079)  0.45
H (-3.376, -4.986, 0.853)  0.29
H (-3.559, -5.009, -0.911)  0.53
H (-3.384, -2.010, 4.061)  0.43
H (-4.552, -1.165, 5.076)  0.47
H (-1.131, -1.342, 4.076)  0.13
H (0.633, 0.232, 4.754)  0.23
H (0.040, 2.430, 5.722)  0.37
H (-2.345, 3.033, 6.017)  0.35
H (-4.110, 1.447, 5.339)  0.32
H (-1.697, -5.941, -0.753)  0.36
H (0.089, -6.868, -2.129)  0.37
H (1.693, -5.303, -3.253)  0.37
H (1.504, -2.872, -2.854)  0.53
C (2.848, -0.928, 2.797)  -1.05
As (2.034, -1.956, 1.389)  1.40
C (2.801, -3.720, 1.678)  -1.32
C (2.838, -1.510, -0.305)  -1.10
O (0.407, -2.191, 1.636)  -0.71
H (3.919, -0.819, 2.620)  0.35
H (2.680, -1.461, 3.733)  0.37
H (2.368, 0.042, 2.815)  -0.04
H (3.889, -3.697, 1.595)  0.38
H (2.387, -4.381, 0.916)  0.31
H (2.508, -4.082, 2.663)  0.36
H (3.779, -1.007, -0.078)  0.53
H (2.178, -0.862, -0.870)  0.01
H (3.023, -2.439, -0.841)  0.50
C (2.188, 2.095, -1.170)  -1.00
Si (1.267, 1.922, 0.465)  0.31
C (-0.203, 3.083, 0.419)  -1.03
C (2.439, 2.621, 1.799)  -1.26
O (0.909, 0.385, 0.783)  0.07
H (2.344, 3.144, -1.439)  0.33
H (1.595, 1.635, -1.966)  0.21
H (3.168, 1.608, -1.138)  0.30
H (0.137, 4.106, 0.226)  0.38
H (-0.755, 3.076, 1.362)  0.31
H (-0.886, 2.792, -0.384)  0.23
H (2.502, 3.710, 1.712)  0.36
H (3.454, 2.221, 1.704)  0.26
H (2.077, 2.395, 2.806)  0.26
O (1.708, 6.798, -6.506)  -0.52
C (1.185, 5.623, -6.991)  0.60
O (1.252, 5.439, -8.187)  -0.64
C (0.595, 4.712, -6.012)  0.96
C (0.620, 4.914, -4.620)  -0.59
C (0.035, 4.030, -3.748)  -0.90
C (-0.637, 2.855, -4.193)  -0.16
S (-1.372, 1.770, -3.108)  -0.32
C (-0.637, 2.661, -5.604)  -0.45
C (-0.049, 3.549, -6.470)  -0.47
H (1.548, 6.828, -5.556)  0.30
H (1.125, 5.771, -4.177)  0.08
H (0.077, 4.211, -2.681)  0.43
H (-1.126, 1.773, -5.985)  0.36
H (-0.073, 3.370, -7.538)  0.37